No. 1
A molecular structure, C18H23Br2N2S2SiTl, computed with ωB97M-V with the def2-TZVPD basis set.

```
49
Properties=species:S:1:pos:R:3:mulliken_charge:R:1
Tl -0.635 -0.183 -0.066 0.963
Br 5.984 3.211 0.354 -0.164
C 4.322 2.365 0.062 -0.049
C 4.200 1.253 -0.736 -0.696
C 2.947 0.669 -0.885 -0.396
N 1.868 1.182 -0.310 0.175
C 1.970 2.284 0.436 0.284
C 3.216 2.888 0.685 -0.803
C 0.693 2.905 0.910 0.701
C 0.664 4.173 1.449 -0.803
C -0.547 4.651 1.902 0.027
Br -0.625 6.306 2.889 -0.175
C -1.676 3.930 1.758 -0.916
C -1.563 2.655 1.185 0.166
N -0.428 2.124 0.823 0.118
H 5.086 0.860 -1.256 0.378
H 2.826 -0.151 -1.507 0.541
H 3.279 3.735 1.322 0.507
H 1.518 4.837 1.455 0.417
H -2.612 4.236 2.165 0.458
H -2.457 2.016 1.103 0.222
C -4.411 -0.690 -2.516 -1.504
C -3.018 -0.387 -2.029 0.525
S -3.046 -0.242 -0.212 -0.440
C -1.980 -0.174 -2.861 0.898
C -2.197 -0.353 -4.372 -1.779
S -0.278 0.161 -2.492 -0.494
H -4.860 -1.477 -1.883 0.322
H -4.455 -0.909 -3.567 0.392
H -5.046 0.241 -2.414 0.267
H -2.992 0.327 -4.773 0.309
H -2.489 -1.376 -4.545 0.369
H -1.282 -0.198 -4.896 0.447
C -1.268 -3.707 1.996 -0.927
Si 0.397 -3.104 1.417 0.179
C 1.780 -3.674 2.508 -1.011
C 0.846 -3.539 -0.382 -1.038
C 0.472 -1.248 1.420 -0.776
H -1.337 -4.803 2.072 0.315
H -2.002 -3.408 1.232 0.281
H -1.570 -3.199 2.927 0.303
H 1.697 -4.757 2.673 0.318
H 1.705 -3.261 3.520 0.329
H 2.776 -3.421 2.033 0.244
H 0.842 -4.637 -0.652 0.332
H 1.857 -3.186 -0.537 0.259
H 0.228 -3.080 -1.088 0.355
H 1.510 -0.961 1.266 0.174
H 0.091 -0.881 2.417 0.397
```

Properties
highest occupied orbital energy	-6.901	eV
LUMO level	-0.027	hartree
orbital gap	6.16	eV

No. 2
A single C18H23ClN6O molecule, computed with ωB97M-V with the def2-TZVPD basis set.

```
49
Properties=species:S:1:pos:R:3:mulliken_charge:R:1
C 1.268 1.910 -3.329 -1.387
H 0.304 1.956 -2.829 0.264
H 1.118 1.535 -4.338 0.425
H 1.672 2.918 -3.393 0.355
C 2.214 0.996 -2.560 0.001
C 2.432 1.486 -1.125 -0.089
N 1.184 1.550 -0.393 -0.093
C 0.406 0.489 -0.074 -0.629
N 0.604 -0.678 -0.683 -0.081
C -0.261 -1.619 -0.303 -0.205
N -0.356 -2.918 -0.711 0.102
C -1.408 -3.445 -0.014 -0.292
N -1.985 -2.610 0.795 -0.818
C -1.286 -1.439 0.639 2.106
C -1.400 -0.159 1.209 -0.466
N -0.545 0.779 0.834 -0.365
N -2.385 0.063 2.123 -0.100
C -2.723 1.205 2.820 0.311
C -2.036 2.407 2.660 -0.647
C -2.431 3.512 3.390 0.275
C -3.492 3.463 4.278 -0.586
C -4.170 2.264 4.430 -0.519
C -3.796 1.145 3.714 -0.684
H -4.332 0.216 3.841 0.362
H -5.000 2.206 5.118 0.373
H -3.781 4.339 4.835 0.419
Cl -1.569 4.997 3.180 -0.237
H -1.210 2.450 1.971 0.882
H -2.946 -0.760 2.305 0.241
H -1.713 -4.466 -0.138 0.415
C 0.453 -3.580 -1.711 0.218
C 1.928 -3.487 -1.330 -1.202
H 2.225 -2.442 -1.291 0.088
H 2.537 -4.005 -2.065 0.441
H 2.098 -3.936 -0.354 0.373
C 0.190 -2.949 -3.077 -1.215
H 0.449 -1.894 -3.045 0.159
H 0.790 -3.439 -3.838 0.406
H -0.861 -3.042 -3.345 0.376
H 0.138 -4.631 -1.723 0.335
H 1.049 2.333 0.226 0.278
H 2.816 2.515 -1.161 0.600
C 3.460 0.607 -0.388 -0.544
O 3.802 1.115 0.878 -0.549
H 4.188 1.992 0.771 0.332
H 4.355 0.487 -1.015 0.439
H 3.022 -0.375 -0.204 -0.007
H 3.180 0.952 -3.065 0.502
H 1.799 -0.009 -2.514 -0.363
```

Properties
highest occupied orbital energy	-7.667	eV
LUMO level	0.026	hartree
orbital gap	8.36	eV
energy above the lowest of the compared OMol25 structures with the same formula, charge and spin	0.000	eV
SMILES	CC[C@H](CO)Nc1nc(Nc2cccc(Cl)c2)c2ncn(C(C)C)c2n1

No. 3
A molecular structure, C18H23FN6O3PtS, computed with ωB97M-V with the def2-TZVPD basis set.

```
53
Properties=species:S:1:pos:R:3:mulliken_charge:R:1
Pt 0.396 -1.174 -5.355 1.138
N 2.146 0.411 -5.123 -0.476
N 1.445 1.628 -4.897 -0.336
C -0.779 0.562 -5.228 -0.143
N -0.552 3.310 -5.473 -0.686
S -2.336 0.236 -4.558 0.041
H 2.733 0.211 -4.323 0.224
H 2.732 0.500 -5.943 0.282
H 1.286 2.098 -5.783 0.373
H -0.225 4.261 -5.349 0.234
H -1.549 3.346 -5.663 0.222
F 0.519 -3.813 0.868 -0.333
C 0.347 -2.508 0.589 0.548
C 0.453 -2.137 -0.716 -0.785
C 0.325 -0.800 -1.110 0.971
C 0.443 -0.492 -2.526 1.327
O 0.764 -1.442 -3.296 -0.940
C 0.197 0.878 -2.875 -1.561
C -0.009 1.769 -1.851 0.004
N -0.040 1.495 -0.537 0.043
C -0.123 2.664 0.334 -0.216
C -0.971 2.779 1.565 -0.530
C 0.529 2.775 1.679 -0.547
C 0.072 0.172 -0.128 -0.251
C -0.071 -0.245 1.201 -0.158
C 0.077 -1.566 1.609 -1.334
N -0.082 -1.897 2.962 0.144
C 0.360 -0.981 4.003 -0.215
C -0.695 -0.927 5.116 -0.828
N -1.362 -2.269 5.216 -0.100
C -0.382 -3.356 4.913 -0.825
C -0.046 -3.294 3.421 -0.722
C 0.140 1.454 -4.293 1.770
O -0.433 2.731 -4.182 -0.375
O -0.492 0.421 -6.460 -0.713
H 0.656 -2.888 -1.466 0.548
H -0.154 2.805 -2.120 0.688
H -0.073 3.559 -0.266 0.492
H -1.557 1.934 1.897 0.164
H -1.486 3.721 1.700 0.366
H 1.048 1.921 2.087 0.194
H 1.028 3.710 1.895 0.324
H -0.346 0.473 1.951 0.305
H 0.504 0.022 3.618 0.091
H 1.326 -1.304 4.408 0.333
H -1.462 -0.183 4.914 0.453
H -0.227 -0.700 6.072 0.363
H -2.115 -2.322 4.529 0.380
H -1.779 -2.392 6.138 0.355
H -0.811 -4.325 5.157 0.406
H 0.490 -3.199 5.544 0.355
H -0.786 -3.865 2.864 0.515
H 0.927 -3.766 3.270 0.422
```

Properties
spin multiplicity	3
highest occupied orbital energy (alpha / beta)	-13.289 / -13.728	eV
LUMO level (alpha / beta)	-0.199 / -0.271	hartree
orbital gap (alpha / beta)	7.88 / 6.35	eV
net charge	+2

No. 4
A molecular structure, C18H23IMnN3O4, computed with ωB97M-V with the def2-TZVPD basis set.

```
50
Properties=species:S:1:pos:R:3:mulliken_charge:R:1
Mn 0.489 0.318 1.374 0.399
I 0.796 -0.573 3.980 -0.640
C -2.285 3.421 0.767 -0.754
C -2.680 4.167 -0.440 0.442
C -2.220 3.577 -1.902 0.473
O -2.652 4.158 -2.916 -0.708
C -1.236 2.459 -1.904 -0.675
C -0.852 1.902 -0.735 0.463
C -1.436 2.368 0.608 0.898
O -1.144 1.793 1.744 -0.824
O 0.077 0.957 -0.810 -0.751
O -3.277 5.250 -0.471 -0.704
H -2.756 3.652 1.711 0.394
H -0.963 1.930 -2.805 0.330
C 1.288 4.467 -1.316 -0.555
C 2.844 4.408 -1.156 -0.716
C 3.363 3.896 0.185 -0.542
C 2.654 2.739 0.810 0.308
N 2.148 1.784 1.240 -0.167
H 0.735 3.839 -0.618 -0.178
H 1.039 4.076 -2.303 0.300
H 1.012 5.511 -1.166 0.374
H 3.365 5.239 -1.632 0.450
H 3.137 3.692 -1.924 0.282
H 3.384 4.713 0.907 0.278
H 4.409 3.628 0.031 0.324
C 0.454 -4.154 -1.312 -1.847
C 1.218 -3.097 -2.166 -0.545
C 2.610 -2.530 -1.616 -1.469
C 2.367 -1.680 -0.468 0.227
N 2.182 -1.020 0.446 -0.039
H 0.328 -3.816 -0.283 -0.484
H 1.040 -5.070 -1.384 1.164
H -0.545 -4.387 -1.683 0.341
H 0.671 -2.182 -2.393 0.093
H 1.438 -3.500 -3.154 1.032
H 2.939 -1.734 -2.283 0.020
H 3.430 -3.247 -1.574 1.036
C -2.335 -4.619 3.536 -1.623
C -3.010 -3.964 2.327 -0.281
C -2.092 -3.901 1.134 -0.944
C -1.358 -2.589 1.042 0.560
N -0.785 -1.522 1.016 -0.434
H -1.496 -3.985 3.825 0.332
H -1.864 -5.595 3.423 0.632
H -3.065 -4.619 4.345 0.340
H -3.345 -2.971 2.624 0.277
H -3.909 -4.544 2.114 0.682
H -2.658 -3.869 0.203 0.115
H -1.453 -4.777 1.022 0.311
```

Properties
spin multiplicity	7
highest occupied orbital energy (alpha / beta)	2.375 / -2.189	eV
LUMO level (alpha / beta)	0.153 / 0.152	hartree
orbital gap (alpha / beta)	1.79 / 6.32	eV
net charge	-2

No. 5
A molecular structure, C18H23N2O5SW, computed with ωB97M-V with the def2-TZVPD basis set.

```
50
Properties=species:S:1:pos:R:3:mulliken_charge:R:1
W 0.801 0.045 0.240 1.443
O 0.548 -0.250 4.400 -0.366
C 0.418 -0.334 3.131 0.578
O 1.011 0.429 2.319 -0.670
C -0.456 -1.345 2.554 0.477
C -1.337 -2.198 3.198 -0.619
C -2.165 -3.005 2.429 -0.426
C -2.135 -2.902 1.034 -0.677
C -1.254 -2.017 0.457 0.871
N -0.378 -1.293 1.199 0.234
C -1.082 -1.627 -0.988 -0.111
O -1.233 -2.333 -1.936 -0.494
O -0.593 -0.370 -1.054 -0.367
H 1.122 0.477 4.703 0.428
H -1.375 -2.207 4.280 0.569
H -2.859 -3.683 2.907 0.498
H -2.808 -3.484 0.418 0.579
C 0.587 4.490 -1.086 -1.001
S -0.274 2.932 -1.278 0.450
C 0.491 2.367 -2.807 -0.832
O 0.444 2.036 -0.191 -0.761
H 1.651 4.299 -0.959 0.360
H 0.185 5.005 -0.215 0.379
H 0.404 5.100 -1.972 0.437
H 0.160 3.001 -3.631 0.501
H 0.147 1.351 -2.983 0.174
H 1.573 2.425 -2.699 0.326
C 3.537 -3.596 -3.760 -0.902
N 2.184 -3.315 -3.201 -0.027
C 1.618 -2.057 -3.757 -0.684
C 2.143 -3.362 -1.687 -1.371
C 2.962 -2.298 -0.982 0.861
C 4.325 -2.486 -0.779 -0.424
C 5.114 -1.539 -0.126 -0.765
C 4.558 -0.369 0.362 -1.034
C 3.196 -0.194 0.184 -0.390
C 2.370 -1.131 -0.470 0.396
H 3.472 -3.711 -4.839 0.358
H 3.925 -4.520 -3.337 0.365
H 4.210 -2.774 -3.531 0.448
H 1.575 -4.072 -3.520 0.340
H 2.177 -1.212 -3.362 0.369
H 0.568 -1.976 -3.487 0.187
H 1.707 -2.071 -4.841 0.401
H 2.501 -4.350 -1.397 0.636
H 1.098 -3.279 -1.398 0.188
H 4.795 -3.406 -1.106 0.559
H 6.172 -1.723 0.004 0.451
H 5.174 0.361 0.870 0.487
H 2.718 0.774 0.541 0.568
```

Properties
spin multiplicity	3
highest occupied orbital energy (alpha / beta)	-16.707 / -18.752	eV
LUMO level (alpha / beta)	-0.371 / -0.393	hartree
orbital gap (alpha / beta)	6.61 / 8.06	eV
net charge	+3
energy above the lowest of the compared OMol25 structures with the same formula, charge and spin	0.179	eV

Max |F| for every record listed, in sequence, given in eV Å⁻¹: 2.589 1.311 1.408 7.091 1.197.